Entry 1:
{
  "formula": "C35H50MnNOP2Si3",
  "method": "the ωB97M-V functional and the def2-TZVPD basis",
  "symbols": ["Mn", "C", "O", "Si", "C", "C", "C", "Si", "C", "C", "C", "Si", "C", "C", "C", "H", "H", "H", "H", "H", "H", "H", "H", "H", "H", "H", "H", "H", "H", "H", "H", "H", "H", "H", "H", "H", "H", "H", "H", "H", "H", "H", "C", "N", "P", "C", "C", "C", "C", "C", "C", "C", "C", "C", "C", "C", "C", "P", "C", "C", "C", "C", "C", "C", "C", "C", "C", "C", "C", "C", "H", "H", "H", "H", "H", "H", "H", "H", "H", "H", "H", "H", "H", "H", "H", "H", "H", "H", "H", "H", "H", "H", "H"],
  "xyz": [[0.106534, -0.905826, -0.466413], [-2.079616, -3.415763, -0.987367], [-0.852328, -2.703071, -1.132370], [0.492132, -3.157262, -2.158179], [1.158147, -4.758146, -1.464801], [-0.224883, -3.671413, -3.800842], [1.427778, -1.607384, -1.998217], [3.150845, -1.473176, -1.310648], [3.113868, -0.097360, 0.004619], [3.815054, -3.045977, -0.526352], [4.489748, -1.044600, -2.553523], [1.169775, -0.435293, -3.432541], [2.006793, -0.945915, -5.027932], [1.762705, 1.286416, -2.965854], [-0.668038, -0.244406, -3.835955], [-1.900514, -4.412758, -0.580869], [-2.583147, -3.507009, -1.950403], [-2.727088, -2.868105, -0.301930], [0.338063, -5.477154, -1.374289], [1.670353, -4.697240, -0.507766], [1.867168, -5.185273, -2.180586], [-0.890033, -4.529261, -3.665934], [0.596271, -4.013323, -4.438593], [-0.768704, -2.904222, -4.346805], [2.136596, -0.065939, 0.513905], [3.250725, 0.893575, -0.436570], [3.859011, -0.227123, 0.792024], [3.225585, -3.431124, 0.302261], [4.818329, -2.829220, -0.146411], [3.914247, -3.845698, -1.263745], [4.345954, -0.104985, -3.086545], [4.585190, -1.839046, -3.298687], [5.445487, -0.979409, -2.025200], [3.093804, -0.867856, -4.971623], [1.667236, -0.310406, -5.850808], [1.760015, -1.978896, -5.288590], [2.846135, 1.372685, -2.870507], [1.339341, 1.598514, -2.007998], [1.436408, 2.008948, -3.719251], [-0.982053, -0.868130, -4.674027], [-0.876513, 0.793205, -4.113041], [-1.317949, -0.499770, -2.997139], [-3.816518, 0.707431, 1.291460], [-2.366220, 0.703767, 1.609215], [-2.032948, -0.320366, 2.967036], [-0.309892, -0.901292, 2.713563], [-0.166879, -2.045149, 1.911408], [1.050604, -2.709488, 1.818144], [2.140222, -2.262529, 2.555556], [2.005983, -1.149921, 3.369099], [0.794950, -0.473583, 3.445509], [-1.912369, 0.828974, 4.379012], [-1.450944, 0.330697, 5.598646], [-1.468187, 1.125555, 6.733671], [-1.976092, 2.417304, 6.671335], [-2.469094, 2.907786, 5.471505], [-2.441716, 2.115792, 4.331405], [-1.329205, 1.131081, 0.311995], [-2.450818, 2.061771, -0.764316], [-2.765349, 3.383061, -0.431646], [-3.685588, 4.089196, -1.185642], [-4.302103, 3.484384, -2.276580], [-4.003478, 2.171902, -2.604125], [-3.083866, 1.460522, -1.844537], [-0.135550, 2.414672, 0.801514], [0.305836, 2.608308, 2.103307], [1.306612, 3.530603, 2.380923], [1.885130, 4.260397, 1.355157], [1.442960, 4.081948, 0.050065], [0.437893, 3.170336, -0.225452], [-4.345199, 0.248935, 2.124480], [-4.044189, 0.130644, 0.390732], [-4.186441, 1.722534, 1.160262], [-1.045806, -2.484568, 1.449642], [1.121669, -3.605264, 1.215623], [3.081568, -2.793131, 2.513931], [2.846323, -0.805674, 3.958444], [0.706268, 0.368235, 4.118771], [-1.073773, -0.684997, 5.667864], [-1.095836, 0.732618, 7.670808], [-1.998176, 3.034298, 7.560076], [-2.879901, 3.907882, 5.420448], [-2.824474, 2.503492, 3.394469], [-2.285271, 3.860341, 0.413938], [-3.923552, 5.111819, -0.924413], [-5.018909, 4.039771, -2.867669], [-4.485372, 1.696260, -3.448519], [-2.874162, 0.431582, -2.099653], [-0.152349, 2.073690, 2.916296], [1.625118, 3.678399, 3.405107], [2.668921, 4.975172, 1.569011], [1.873754, 4.661568, -0.756192], [0.088002, 3.067425, -1.245225]],
  "forces_ev_per_angstrom": [[-0.172, -0.026, -0.009], [0.040, -0.038, -0.013], [-0.037, 0.093, -0.021], [-0.057, -0.213, 0.013], [0.035, -0.039, -0.007], [0.006, -0.005, -0.076], [0.079, 0.073, -0.112], [0.105, -0.008, 0.055], [-0.106, -0.028, -0.069], [0.044, 0.016, 0.053], [0.017, 0.008, -0.059], [0.048, 0.023, -0.101], [0.052, -0.089, -0.007], [0.002, 0.075, 0.032], [-0.068, 0.076, -0.028], [0.012, -0.002, -0.004], [0.007, 0.008, -0.005], [0.006, 0.005, 0.000], [0.015, 0.010, -0.001], [-0.047, 0.010, -0.019], [-0.019, 0.012, 0.029], [0.015, 0.011, 0.013], [-0.037, 0.010, 0.007], [-0.001, 0.006, 0.034], [0.070, 0.068, 0.190], [0.018, -0.048, -0.015], [0.035, 0.005, -0.031], [0.001, -0.006, 0.016], [-0.027, -0.018, 0.002], [0.002, 0.039, -0.003], [0.007, -0.033, 0.022], [0.007, 0.012, 0.023], [-0.019, 0.003, -0.004], [-0.047, -0.006, -0.008], [0.007, 0.003, 0.032], [0.003, 0.046, -0.007], [-0.039, -0.022, -0.032], [0.018, -0.035, -0.038], [0.017, -0.010, -0.003], [0.058, 0.028, -0.018], [-0.030, -0.031, 0.036], [-0.018, -0.032, 0.031], [-0.009, -0.007, 0.081], [0.052, 0.184, -0.176], [-0.113, -0.178, 0.002], [0.041, 0.012, 0.120], [-0.056, 0.058, -0.001], [0.014, 0.001, -0.050], [0.011, 0.017, 0.010], [0.020, 0.009, -0.030], [0.003, 0.081, -0.043], [0.056, 0.037, -0.038], [0.005, -0.007, 0.068], [-0.019, -0.012, -0.011], [-0.007, 0.011, -0.008], [-0.003, -0.009, 0.006], [0.079, -0.012, -0.085], [0.113, -0.193, 0.129], [0.015, 0.092, -0.008], [0.044, 0.006, -0.073], [-0.018, -0.028, -0.027], [-0.003, 0.030, 0.020], [-0.006, -0.037, -0.001], [0.002, 0.014, -0.039], [-0.005, 0.032, 0.035], [-0.040, 0.051, 0.036], [0.008, -0.011, 0.001], [-0.005, -0.011, 0.001], [-0.007, 0.003, 0.001], [0.001, 0.010, -0.014], [-0.033, 0.002, 0.037], [-0.015, 0.016, 0.066], [-0.026, -0.035, 0.021], [-0.029, 0.027, -0.024], [0.000, 0.014, 0.006], [0.007, -0.003, -0.017], [-0.009, -0.011, -0.005], [0.004, 0.034, -0.048], [-0.021, 0.026, -0.008], [-0.004, 0.005, -0.007], [0.004, -0.006, -0.011], [0.005, -0.008, 0.005], [0.018, 0.014, 0.004], [0.001, -0.009, -0.005], [0.000, -0.005, -0.006], [0.016, -0.008, 0.007], [0.009, 0.013, 0.014], [0.027, -0.032, 0.016], [-0.088, -0.119, 0.130], [0.002, 0.003, -0.019], [-0.012, -0.004, 0.002], [-0.002, -0.008, 0.011], [-0.030, 0.000, 0.025]],
  "relative_energy_kj_mol": 68.6,
  "homo_ha": [-0.39287, -0.39607],
  "energy_ha": -4195.83249,
  "charge": 1,
  "multiplicity": 6,
  "molar_mass_g_mol": 701.93
}

Entry 2:
{
  "formula": "C3H2O4",
  "method": "the ωB97M-V functional and the def2-TZVPD basis",
  "symbols": ["C", "C", "C", "O", "O", "O", "O", "H", "H"],
  "xyz": [[-1.976800, -0.326272, 0.133550], [-0.584051, -0.275916, 0.529017], [1.254161, 0.209768, 0.091156], [-2.621264, 0.643942, -0.113152], [0.192949, 0.966425, 0.354442], [0.596672, -0.944861, 0.020710], [2.586421, 0.423300, -0.110246], [-2.328898, -1.442032, 0.040039], [2.880812, 0.745645, -0.945514]],
  "forces_ev_per_angstrom": [[2.107, -3.012, -1.035], [1.198, 1.356, -0.183], [-1.363, -0.395, -1.852], [-1.351, 1.130, 0.154], [1.527, -0.308, 0.667], [0.811, 0.027, 0.719], [-2.732, -0.918, 2.579], [0.113, 1.614, 0.294], [-0.310, 0.505, -1.343]],
  "relative_energy_kj_mol": 433.6,
  "homo_ha": [-0.30756, -0.30758],
  "energy_ha": -416.31965,
  "charge": 0,
  "molar_mass_g_mol": 102.05
}

Entry 3:
{
  "formula": "C3H9O7PS3",
  "method": "the ωB97M-V functional and the def2-TZVPD basis",
  "symbols": ["C", "C", "C", "O", "O", "O", "O", "O", "O", "O", "P", "S", "S", "S", "H", "H", "H", "H", "H", "H", "H", "H", "H"],
  "xyz": [[-1.584714, 0.274560, 2.250637], [3.660495, -1.376067, 0.211561], [0.002069, 0.536132, -2.436914], [-2.439300, 2.288845, -1.877637], [-2.990965, 0.668567, 0.021490], [-2.766000, -1.622733, 0.913211], [1.402597, -0.751964, 1.483937], [1.379672, -0.952026, -0.999839], [-0.898379, -0.506722, -0.130362], [-0.643246, 1.818753, -0.217396], [-2.214808, 2.311755, -0.430523], [-2.125230, -0.388668, 0.703283], [1.805515, -1.687958, 0.392289], [0.310949, 0.574326, -0.675154], [-1.269874, 1.364436, 2.346160], [-2.484826, 0.207908, 2.883076], [-0.905657, -0.441764, 2.644744], [4.048668, -1.504638, -0.708834], [3.728925, -0.424558, 0.549751], [4.259931, -2.002154, 0.924884], [0.747939, 1.138423, -2.959782], [-0.046038, -0.523769, -2.658275], [-0.977722, 0.999316, -2.230308]],
  "forces_ev_per_angstrom": [[-1.374, 1.293, 0.807], [-1.599, -2.955, 3.276], [-1.376, -0.030, 1.762], [-0.353, 0.005, -1.112], [0.921, -2.227, 1.154], [0.116, -0.584, -0.206], [0.351, -0.707, -0.172], [-0.096, -0.938, 0.634], [1.875, -2.048, -1.963], [0.295, 0.078, 0.217], [-0.792, 2.194, 0.278], [-2.397, 3.248, 1.184], [1.006, 0.871, -0.442], [2.411, 0.708, 1.117], [-0.046, -1.606, -0.905], [0.093, -0.084, -0.294], [1.022, -0.343, 0.220], [0.810, -0.458, -3.323], [0.247, 3.193, 0.821], [-0.885, 0.265, -0.487], [-0.252, -0.130, 0.174], [0.066, 0.175, -0.562], [-0.045, 0.080, -2.180]],
  "relative_energy_kj_mol": 121.9,
  "homo_ha": -0.32447,
  "energy_ha": -2182.17527,
  "charge": 0,
  "molar_mass_g_mol": 284.27
}